Model one:
The following is a DFT calculation (ωB97M-V/def2-TZVPD) of one molecule with the formula HNO2S.

Last column: natural (NBO) charge in e.
Geometry (Å):
N 1.0342 -1.3353 0.0201  -0.7585
S -0.2435 -0.5012 0.1515  1.8916
O -1.7079 -0.5149 0.0112  -0.7979
O 0.0135 1.1238 -0.0013  -0.8302
H 0.9037 1.2276 -0.1816  0.4951

Summary:
**Structure (SMILES)**: N#S(=O)O
**M**: 79.1 g/mol
**LUMO**: -0.0565 hartree


Model two:
The following is a DFT calculation (ωB97M-V/def2-TZVPD) of one molecule with the formula HNO2S.

Last column: natural (NBO) charge in e.
Geometry (Å):
O -1.4665 1.2746 0.9322  -0.3342
N -0.5886 0.5293 0.3768  -0.2458
S -0.4676 -0.4435 -0.8310  0.9210
O 1.0068 -1.0530 -0.4324  -0.8409
H 1.5160 -0.3074 -0.0455  0.5000

Summary:
**Structure (SMILES)**: O=NSO
**M**: 79.1 g/mol
**LUMO**: -0.0253 hartree


Most stable: model one


Model one:
The following is a DFT calculation (ωB97M-V/def2-TZVPD) of one molecule with the formula C6H9N.

Last column: natural (NBO) charge in e.
Geometry (Å):
C 1.3013 -0.3371 -0.1945  0.0232
C 2.5423 0.4903 -0.1452  -0.5069
C -0.6951 1.1583 0.1038  -0.2262
C 2.4562 -0.9611 0.2000  -0.1380
C -1.1450 -0.2276 0.4098  -0.0569
C -2.4259 -0.6735 -0.2419  -0.5956
N 0.0394 0.0077 -0.2992  -0.3238
H 2.9454 0.7178 -1.0372  0.2193
H 2.6916 1.1928 0.5867  0.2097
H -1.2379 1.5222 -0.8133  0.1934
H -0.2377 1.7788 0.7890  0.1969
H 2.9060 -1.7912 0.6262  0.1955
H -1.1682 -0.3904 1.4104  0.1841
H -3.1665 -0.7979 0.4016  0.2085
H -2.1786 -1.6960 -0.6941  0.2107
H -2.6274 0.0070 -1.1021  0.2060

Summary:
**M**: 95.1 g/mol
**Multiplicity**: 3
**LUMO (spin up / spin down)**: 0.0417 / -0.0263 hartree


Model two:
The following is a DFT calculation (ωB97M-V/def2-TZVPD) of one molecule with the formula C6H9N.

Last column: natural (NBO) charge in e.
Geometry (Å):
C -0.8631 0.7347 0.5743  -0.0292
C 0.3747 0.5073 -0.3683  0.1539
C -1.9908 0.1308 0.9272  -0.3502
C -0.0432 1.9633 1.0187  -0.2953
C 0.8377 -1.9101 -0.6155  -0.5968
C 0.9135 -0.5086 -1.2251  -0.4736
N 0.9340 1.6310 0.0114  -0.2861
H -2.5619 0.6031 1.6444  0.1862
H -2.5297 -0.5330 0.2069  0.1931
H -0.5665 2.9177 0.8826  0.2014
H 0.3636 1.8519 2.0084  0.2046
H 1.5855 -2.5825 -0.9659  0.2142
H -0.2351 -2.2222 -0.7928  0.2116
H 1.2162 -1.7038 0.3988  0.2147
H 0.5272 -0.4928 -2.2164  0.2268
H 2.0378 -0.3867 -1.4886  0.2247

Summary:
**M**: 95.1 g/mol
**Multiplicity**: 3
**LUMO (spin up / spin down)**: 0.0382 / -0.1037 hartree


Most stable: model two


Model one:
The following is a DFT calculation (ωB97M-V/def2-TZVPD) of one molecule with the formula C3H4ClFN2.

Last column: natural (NBO) charge in e.
Geometry (Å):
H 1.7898 -0.3064 0.3869  0.3446
N 1.7839 -1.2509 0.1229  -0.6350
C 0.5915 -1.5342 -0.0698  0.2977
N -0.7096 -0.8012 -0.0346  -0.6832
C -0.9315 0.6637 -0.1940  -0.1155
C -0.0766 1.6128 0.1591  0.3305
F 1.1138 1.3305 0.6882  -0.3132
Cl -0.4720 3.3672 -0.0860  -0.0207
H 0.3219 -2.5410 -0.1161  0.1443
H -1.5800 -1.4573 -0.0905  0.4167
H -1.8311 0.9168 -0.7662  0.2338

Summary:
**Structure (SMILES)**: [H]/N=C\N/C=C(\F)Cl
**M**: 122.5 g/mol
**LUMO**: 0.0228 hartree


Model two:
The following is a DFT calculation (ωB97M-V/def2-TZVPD) of one molecule with the formula C3H4ClFN2.

Last column: natural (NBO) charge in e.
Geometry (Å):
C -1.7962 -0.1196 1.4881  -0.1040
N -0.6651 0.3357 0.8804  -0.3143
N -0.7883 0.4535 -0.5773  -0.2848
C 0.3119 0.3445 -1.2562  0.0352
C 1.5057 -0.1070 -0.5966  0.0938
F 2.5704 0.1739 -1.4696  -0.3375
Cl 1.2135 -1.7402 -0.0141  -0.0033
H -1.3158 -0.2026 2.4814  0.2208
H -2.8496 -0.3913 1.0502  0.2204
H 0.2152 0.7810 -2.3918  0.2389
H 1.5982 0.4719 0.4056  0.2349

Summary:
**Structure (SMILES)**: C=N/N=C\[C@H](F)Cl
**M**: 122.5 g/mol
**LUMO**: -0.0053 hartree


Most stable: model one


Model one:
The following is a DFT calculation (ωB97M-V/def2-TZVPD) of one molecule with the formula CH4BrNO.

Last column: natural (NBO) charge in e.
Geometry (Å):
N 0.4191 -1.1077 0.5809  -0.5171
O 0.6317 -0.2812 -0.5458  -0.4089
C -0.2313 0.9757 -0.2998  -0.1809
Br -2.0650 0.6537 -0.3639  0.0201
H 0.0259 -1.9835 0.2152  0.3339
H 1.3596 -1.4630 0.7219  0.3381
H 0.0153 1.8576 -0.9888  0.2181
H -0.1552 1.3485 0.6804  0.1966

Summary:
**Structure (SMILES)**: NOCBr
**M**: 126.0 g/mol
**LUMO**: 0.0379 hartree


Model two:
The following is a DFT calculation (ωB97M-V/def2-TZVPD) of a 2-piece molecular cluster, CH4BrNO overall.

Last column: natural (NBO) charge in e.
Geometry (Å):
C -1.7079 0.0997 0.5953  -0.1035
N 2.2814 0.5623 -0.1773  -0.5398
O -1.3977 -0.5624 -0.4810  -0.6737
Br 2.5187 -1.2390 -0.3058  0.2363
H -0.4460 -0.7369 -0.6251  0.4880
H -2.7275 0.1374 0.9398  0.1501
H -0.9843 0.7325 1.0611  0.1351
H 2.4633 1.0063 -1.0070  0.3076

Summary:
**M**: 126.0 g/mol
**LUMO (spin up / spin down)**: 0.0035 / -0.0600 hartree


Most stable: model one